No. 1
{
  "formula": "C4H6B7Ca3F28O3",
  "method": "wB97M-V/def2-TZVPD",
  "symbols": ["Ca", "Ca", "Ca", "B", "F", "F", "F", "F", "B", "F", "F", "F", "F", "B", "F", "F", "F", "F", "B", "F", "F", "F", "F", "B", "F", "F", "F", "F", "B", "F", "F", "F", "F", "B", "F", "F", "F", "F", "C", "C", "C", "O", "C", "O", "O", "H", "H", "H", "H", "H", "H"],
  "positions_angstrom": [[21.9796, 10.3945, -0.5047], [17.0166, 11.3514, -0.4976], [19.6329, 13.0434, 3.9682], [15.3896, 10.2875, 1.4599], [14.9775, 10.8633, 0.2245], [16.3747, 9.3946, 1.0250], [16.1077, 11.2971, 2.1537], [14.2980, 9.8175, 2.1228], [19.0884, 9.7915, -1.9615], [18.8271, 9.7346, -0.5939], [18.7090, 8.6072, -2.5371], [18.3489, 10.9605, -2.3405], [20.4631, 10.0151, -2.1308], [23.3145, 12.7015, -1.3370], [23.2237, 14.0129, -0.9172], [23.5194, 11.8733, -0.1954], [22.1563, 12.2628, -1.9566], [24.3817, 12.4728, -2.2170], [17.0298, 14.2130, 4.0194], [16.2851, 15.3306, 3.7273], [16.1806, 13.1966, 4.4132], [17.7496, 13.8774, 2.8620], [18.0790, 14.2984, 5.0003], [19.2387, 12.4057, 0.7180], [18.3662, 12.9943, -0.2266], [20.3366, 11.9091, -0.0572], [19.8298, 13.2641, 1.6642], [18.6113, 11.3497, 1.3304], [14.6450, 13.7570, 0.6835], [15.9475, 13.2305, 0.3496], [13.8185, 13.8491, -0.4603], [14.0053, 12.9414, 1.6227], [14.8557, 15.0441, 1.1585], [21.9341, 11.5072, 3.1855], [23.0038, 11.0467, 3.8963], [20.7440, 11.1274, 3.9127], [21.8417, 12.9018, 3.2000], [21.9491, 10.9733, 1.8802], [18.7271, 11.9816, -5.2370], [18.6326, 13.5207, -5.1240], [18.9402, 14.1760, -3.7779], [20.1767, 14.8764, -4.0328], [20.4065, 14.9048, -5.3625], [21.1738, 15.6269, -5.9161], [19.6515, 14.0172, -6.0032], [19.6624, 11.6237, -4.8085], [18.5664, 11.6746, -6.2652], [17.8887, 11.6410, -4.6279], [17.6102, 13.6668, -5.4815], [18.8803, 13.4344, -2.9773], [18.2511, 15.0095, -3.6409]],
  "total_charge": -1,
  "e_homo_ev": -8.1,
  "lumo_energy_ev": -0.03,
  "max_force_ha_per_bohr": 0.0711,
  "molar_mass_da": 829.95,
  "total_energy_ha": -5386.95238,
  "homo_lumo_gap_ev": 8.1
}

---

No. 2
{
  "formula": "C6H19HgN3OP",
  "method": "wB97M-V/def2-TZVPD",
  "symbols": ["Hg", "H", "C", "N", "C", "P", "O", "N", "C", "C", "N", "C", "C", "H", "H", "H", "H", "H", "H", "H", "H", "H", "H", "H", "H", "H", "H", "H", "H", "H", "H"],
  "positions_angstrom": [[-3.2515, 1.3417, -0.6563], [-4.5805, 2.2110, -0.2956], [-0.6168, -1.0418, -2.4556], [0.1344, -1.0059, -1.1834], [1.3079, -1.8922, -1.0879], [-0.1136, 0.3404, -0.0961], [-0.9540, 1.3421, -0.7985], [1.4266, 0.9196, 0.0782], [1.9485, 1.7978, -0.9641], [2.1908, 0.7762, 1.3221], [-0.7634, -0.2172, 1.4004], [-1.4702, -1.4962, 1.2879], [-1.4172, 0.7500, 2.2203], [-1.4950, -1.7421, -2.2606], [0.0222, -1.4810, -3.2748], [-0.9041, 0.0018, -2.6670], [1.0564, -2.9078, -1.4524], [1.6234, -1.9470, -0.0460], [2.1690, -1.4907, -1.6286], [2.3966, 1.1956, -1.7653], [2.7488, 2.3328, -0.4563], [1.1167, 2.4763, -1.2936], [1.6549, 1.0571, 2.2320], [3.0647, 1.3797, 1.2388], [2.5640, -0.2943, 1.5061], [-0.8560, -2.1990, 0.6624], [-2.5131, -1.3174, 0.8471], [-1.6268, -1.9777, 2.2489], [-1.5200, 1.6941, 1.6927], [-0.8924, 0.9663, 3.1446], [-2.4504, 0.4278, 2.5005]],
  "total_charge": 0,
  "e_homo_ev": [-5.0, -8.7],
  "lumo_energy_ev": [0.66, 0.57],
  "max_force_ha_per_bohr": 0.0541,
  "molar_mass_da": 380.80,
  "total_energy_ha": -974.21884,
  "spin_multiplicity": 2,
  "s_squared": 0.755,
  "homo_lumo_gap_ev": [5.6, 9.3]
}

---

No. 3
{
  "formula": "C14H44O8",
  "method": "wB97M-V/def2-TZVPD",
  "symbols": ["C", "C", "O", "H", "H", "H", "H", "H", "H", "C", "C", "O", "H", "H", "H", "H", "H", "H", "C", "C", "O", "H", "H", "H", "H", "H", "H", "C", "C", "O", "H", "H", "H", "H", "H", "H", "C", "C", "O", "H", "H", "H", "H", "H", "H", "C", "C", "O", "H", "H", "H", "H", "H", "H", "C", "C", "O", "H", "H", "H", "H", "H", "H", "O", "H", "H"],
  "positions_angstrom": [[0.2196, 3.4680, -2.8503], [0.9044, 4.1001, -1.6483], [1.2185, 3.2180, -0.5870], [-0.5231, 2.7273, -2.5618], [0.9814, 3.0928, -3.5583], [-0.3609, 4.3338, -3.3060], [0.2386, 4.8583, -1.2563], [1.8433, 4.5693, -1.9419], [2.0527, 2.7763, -0.8496], [3.5408, -1.4903, 2.2065], [2.3549, -1.8638, 1.3609], [2.1311, -0.9551, 0.2881], [4.0743, -2.3445, 2.6670], [3.3201, -0.8092, 3.0371], [4.2569, -1.0614, 1.5820], [1.4747, -2.0577, 1.9830], [2.5692, -2.7661, 0.8527], [1.2951, -0.4128, 0.3538], [-1.7451, -3.4433, 1.4588], [-1.3579, -4.8084, 0.8765], [-2.5234, -5.5893, 0.4923], [-0.8737, -2.9160, 1.8705], [-2.3944, -3.4212, 2.3424], [-2.1504, -2.7486, 0.7076], [-0.8795, -5.3400, 1.7209], [-0.6130, -4.7172, 0.0727], [-3.1426, -5.0185, 0.0539], [2.8409, 2.2754, 1.8457], [3.7149, 2.2620, 0.6088], [3.2141, 1.5251, -0.4677], [1.7874, 2.3643, 1.5026], [3.0815, 3.1018, 2.5370], [2.9045, 1.3889, 2.5462], [4.7486, 2.0072, 0.9509], [3.8567, 3.2717, 0.1985], [3.0981, 0.5622, -0.1386], [-0.4848, -0.3154, 5.2246], [0.0391, -0.0517, 3.7855], [-0.9368, -0.6871, 2.9450], [-1.4460, 0.2951, 5.4785], [0.1890, -0.0117, 6.0269], [-0.8349, -1.3057, 5.2610], [1.0823, -0.4216, 3.5927], [0.0596, 1.0456, 3.7073], [-0.6923, -0.4241, 2.0261], [-0.5420, -1.6429, -3.2832], [-1.2840, -2.1264, -2.0671], [-1.9612, -1.0274, -1.4052], [-0.2281, -2.4412, -4.0104], [0.4076, -1.0029, -3.0791], [-1.1944, -0.9680, -3.8658], [-0.6755, -2.4906, -1.2291], [-1.9866, -2.9124, -2.3391], [-2.6643, -0.6189, -1.9908], [-2.8508, 1.6842, -4.0371], [-3.6700, 1.9633, -2.8048], [-4.0655, 0.7114, -2.2343], [-3.3513, 0.9792, -4.7203], [-1.9735, 1.1169, -3.6659], [-2.4418, 2.5009, -4.5826], [-4.5532, 2.5268, -3.1611], [-3.1007, 2.6216, -2.0765], [-4.7918, 0.7677, -1.5924], [-0.2292, 0.5453, 0.0470], [-0.0143, 1.4056, -0.4114], [-0.9632, 0.1452, -0.4893]],
  "total_charge": 0,
  "e_homo_ev": -10.0,
  "smiles": "CCO.CCO.CCO.CCO.CCO.CCO.CCO.O",
  "lumo_energy_ev": 0.51,
  "max_force_ha_per_bohr": 0.0530,
  "molar_mass_da": 340.50,
  "total_energy_ha": -1161.62663,
  "homo_lumo_gap_ev": 10.5
}

---

No. 4
{
  "formula": "C2H9NOS2",
  "method": "wB97M-V/def2-TZVPD",
  "symbols": ["N", "C", "C", "S", "S", "H", "H", "H", "H", "H", "H", "H", "H", "H", "O"],
  "positions_angstrom": [[-1.3404, 2.3626, 1.7483], [-0.8451, 2.2991, 0.3882], [-0.5335, 0.8912, -0.0853], [0.2801, 0.7711, -1.7258], [0.9921, -1.2813, -1.5372], [-1.5193, 3.3177, 2.0352], [-2.1067, 1.7099, 1.7927], [-0.0467, 3.0522, 0.2750], [-1.5831, 2.7354, -0.4716], [-1.5188, 0.4628, -0.1579], [0.1536, 0.3621, 0.5902], [2.3560, -1.1344, -1.4724], [1.8940, -5.9559, -0.5394], [1.5224, -4.4990, -0.4593], [2.2953, -5.0934, -0.3806]],
  "total_charge": -1,
  "e_homo_ev": [-0.1, -3.7],
  "lumo_energy_ev": [3.62, 3.33],
  "max_force_ha_per_bohr": 0.0699,
  "molar_mass_da": 127.23,
  "total_energy_ha": -1007.93187,
  "spin_multiplicity": 2,
  "s_squared": 0.753,
  "homo_lumo_gap_ev": [3.7, 7.0]
}

---

No. 5
{
  "formula": "C10H16O",
  "method": "wB97M-V/def2-TZVPD",
  "symbols": ["C", "C", "C", "H", "H", "H", "H", "H", "H", "H", "H", "C", "C", "C", "C", "C", "C", "C", "O", "H", "H", "H", "H", "H", "H", "H", "H"],
  "positions_angstrom": [[0.7608, 1.9603, -1.6956], [-0.4743, 1.1276, -1.4227], [1.8979, 1.1533, -2.4078], [0.3441, 2.8926, -2.1870], [1.2310, 2.2509, -0.7237], [-0.9173, 0.7108, -2.3620], [2.5692, 0.3818, -1.7795], [1.5727, 0.6042, -3.2646], [-1.3364, 1.5728, -0.8595], [-0.2213, 0.1412, -0.7692], [2.8491, 1.6263, -2.7949], [1.8308, -1.6024, 1.3047], [-1.8847, -1.6638, 0.6822], [-2.2634, -0.4641, 1.3027], [-0.5762, -1.9596, 0.6130], [0.4017, -1.1465, 1.1398], [-1.3545, 0.3494, 1.9470], [0.0227, 0.0278, 1.8213], [-3.5540, -0.0409, 1.4003], [-2.6605, -2.1049, 0.1547], [-0.3216, -2.9404, 0.3514], [-1.5787, 1.2586, 2.4224], [-3.8695, 0.3880, 0.6057], [2.2607, -1.1964, 0.4356], [1.9949, -2.6801, 1.5585], [0.8545, 0.5340, 2.3849], [2.4222, -1.1804, 2.1422]],
  "total_charge": 0,
  "e_homo_ev": -8.7,
  "smiles": "Cc1ccc(O)cc1.CCC",
  "lumo_energy_ev": 0.85,
  "max_force_ha_per_bohr": 0.0736,
  "molar_mass_da": 152.24,
  "total_energy_ha": -465.79820,
  "homo_lumo_gap_ev": 9.6
}

---

No. 6
{
  "formula": "C5H7NO",
  "method": "wB97M-V/def2-TZVPD",
  "symbols": ["C", "C", "C", "C", "C", "N", "O", "H", "H", "H", "H", "H", "H", "H"],
  "positions_angstrom": [[-1.1050, -0.1557, -0.1762], [0.3436, -1.2052, 1.5791], [-0.6741, -0.2314, 1.3489], [0.6822, 0.1232, 0.9856], [0.3840, 0.7941, -2.0119], [0.1058, 0.1261, -0.8128], [-2.2060, -0.3846, -0.5787], [0.6383, -1.2994, 2.6630], [0.3322, -2.0619, 0.9434], [-1.2549, 0.2970, 2.1139], [1.4415, 0.8831, 1.1889], [-0.5302, 1.2907, -2.6661], [1.0468, 1.6820, -1.7052], [0.7957, 0.1421, -2.8719]],
  "total_charge": 0,
  "e_homo_ev": -9.1,
  "lumo_energy_ev": 0.89,
  "max_force_ha_per_bohr": 0.1077,
  "molar_mass_da": 97.12,
  "total_energy_ha": -324.56790,
  "homo_lumo_gap_ev": 10.0
}

---

No. 7
{
  "formula": "C4H5ClN2O3S",
  "method": "wB97M-V/def2-TZVPD",
  "symbols": ["C", "C", "C", "C", "N", "N", "O", "O", "O", "S", "Cl", "H", "H", "H", "H", "H"],
  "positions_angstrom": [[0.1109, -1.8043, -0.5538], [-0.8603, 0.1671, -1.1720], [-0.7415, 0.6675, 1.2111], [0.6103, -0.1949, 1.2600], [-0.9273, -1.2449, -0.9711], [-1.3119, 1.0143, -0.1198], [2.8361, 0.4214, -0.4672], [1.3594, -1.4675, -0.6729], [0.4592, 0.6158, -1.4886], [1.4289, 0.2013, -0.3173], [1.7294, 0.6665, 2.3892], [-0.0010, -2.7812, -0.0789], [-1.5070, 0.3955, -1.9625], [-1.5625, -0.0105, 1.4955], [-0.7494, 1.5245, 1.9527], [-0.8732, 1.8293, -0.5045]],
  "total_charge": 0,
  "e_homo_ev": -9.1,
  "lumo_energy_ev": -0.64,
  "max_force_ha_per_bohr": 0.0831,
  "molar_mass_da": 196.62,
  "total_energy_ha": -1348.82209,
  "homo_lumo_gap_ev": 8.5
}

---

No. 8
{
  "formula": "CH3N5O3",
  "method": "wB97M-V/def2-TZVPD",
  "symbols": ["C", "N", "N", "N", "N", "N", "O", "O", "O", "H", "H", "H"],
  "positions_angstrom": [[-0.4431, 1.7997, -0.3658], [-0.0226, 2.7747, 0.1077], [1.3618, -0.2969, 0.2192], [-0.7449, 0.8159, -1.1601], [-0.9191, -0.3413, -0.9905], [-0.9388, -0.8307, 0.7343], [-1.1840, 0.0311, 1.4839], [-0.6939, -1.9615, 0.7713], [-1.1021, -1.2931, -1.6712], [1.6195, 0.5032, -0.4232], [1.2559, -0.0403, 1.1415], [1.8113, -1.1609, 0.1529]],
  "total_charge": 0,
  "e_homo_ev": -10.2,
  "lumo_energy_ev": -0.85,
  "max_force_ha_per_bohr": 0.0923,
  "molar_mass_da": 133.07,
  "total_energy_ha": -539.12971,
  "homo_lumo_gap_ev": 9.3
}

---

Copy entry 7 word for word.
{
  "formula": "C4H5ClN2O3S",
  "method": "wB97M-V/def2-TZVPD",
  "symbols": ["C", "C", "C", "C", "N", "N", "O", "O", "O", "S", "Cl", "H", "H", "H", "H", "H"],
  "positions_angstrom": [[0.1109, -1.8043, -0.5538], [-0.8603, 0.1671, -1.1720], [-0.7415, 0.6675, 1.2111], [0.6103, -0.1949, 1.2600], [-0.9273, -1.2449, -0.9711], [-1.3119, 1.0143, -0.1198], [2.8361, 0.4214, -0.4672], [1.3594, -1.4675, -0.6729], [0.4592, 0.6158, -1.4886], [1.4289, 0.2013, -0.3173], [1.7294, 0.6665, 2.3892], [-0.0010, -2.7812, -0.0789], [-1.5070, 0.3955, -1.9625], [-1.5625, -0.0105, 1.4955], [-0.7494, 1.5245, 1.9527], [-0.8732, 1.8293, -0.5045]],
  "total_charge": 0,
  "e_homo_ev": -9.1,
  "lumo_energy_ev": -0.64,
  "max_force_ha_per_bohr": 0.0831,
  "molar_mass_da": 196.62,
  "total_energy_ha": -1348.82209,
  "homo_lumo_gap_ev": 8.5
}

---

Repeat the second record exactly.
{
  "formula": "C6H19HgN3OP",
  "method": "wB97M-V/def2-TZVPD",
  "symbols": ["Hg", "H", "C", "N", "C", "P", "O", "N", "C", "C", "N", "C", "C", "H", "H", "H", "H", "H", "H", "H", "H", "H", "H", "H", "H", "H", "H", "H", "H", "H", "H"],
  "positions_angstrom": [[-3.2515, 1.3417, -0.6563], [-4.5805, 2.2110, -0.2956], [-0.6168, -1.0418, -2.4556], [0.1344, -1.0059, -1.1834], [1.3079, -1.8922, -1.0879], [-0.1136, 0.3404, -0.0961], [-0.9540, 1.3421, -0.7985], [1.4266, 0.9196, 0.0782], [1.9485, 1.7978, -0.9641], [2.1908, 0.7762, 1.3221], [-0.7634, -0.2172, 1.4004], [-1.4702, -1.4962, 1.2879], [-1.4172, 0.7500, 2.2203], [-1.4950, -1.7421, -2.2606], [0.0222, -1.4810, -3.2748], [-0.9041, 0.0018, -2.6670], [1.0564, -2.9078, -1.4524], [1.6234, -1.9470, -0.0460], [2.1690, -1.4907, -1.6286], [2.3966, 1.1956, -1.7653], [2.7488, 2.3328, -0.4563], [1.1167, 2.4763, -1.2936], [1.6549, 1.0571, 2.2320], [3.0647, 1.3797, 1.2388], [2.5640, -0.2943, 1.5061], [-0.8560, -2.1990, 0.6624], [-2.5131, -1.3174, 0.8471], [-1.6268, -1.9777, 2.2489], [-1.5200, 1.6941, 1.6927], [-0.8924, 0.9663, 3.1446], [-2.4504, 0.4278, 2.5005]],
  "total_charge": 0,
  "e_homo_ev": [-5.0, -8.7],
  "lumo_energy_ev": [0.66, 0.57],
  "max_force_ha_per_bohr": 0.0541,
  "molar_mass_da": 380.80,
  "total_energy_ha": -974.21884,
  "spin_multiplicity": 2,
  "s_squared": 0.755,
  "homo_lumo_gap_ev": [5.6, 9.3]
}